P | A 2-piece molecular cluster, C4H12N2O2 overall. Source: the Open Molecules 2025 dataset; level of theory: ωB97M-V/def2-TZVPD.

Calculated values
HOMO (eV): -7.486
Total charge: 0
Gap between HOMO and LUMO (eV): 3.458

```
20
C4H12N2O2 ωB97M-V/def2-TZVPD
N 0.308 -0.352 0.899
C -0.109 0.329 -0.271
C -1.485 -0.015 -0.814
C -2.790 -0.172 -0.075
O -2.735 -1.241 0.923
C 1.010 0.075 -1.342
N 2.226 0.842 -1.153
H 1.210 -0.151 1.240
H -0.355 -0.475 1.636
H -0.015 1.428 -0.147
H -1.435 -0.477 -1.771
H -3.100 0.714 0.476
H -3.547 -0.471 -0.801
H 0.522 0.357 -2.289
H 1.261 -1.005 -1.389
H 2.562 0.936 -0.128
H 2.349 1.658 -1.715
H -1.852 -1.555 0.819
H 3.819 0.552 1.487
O 2.870 0.462 1.500
```

***

Q | A 2-piece molecular cluster, C4H12N2O2 overall. Source: the Open Molecules 2025 dataset; level of theory: ωB97M-V/def2-TZVPD.

Calculated values
HOMO (eV): -9.229
Total charge: 0
SMILES string: NC[C@@H](N)CC=O.O
Gap between HOMO and LUMO (eV): 10.176

```
20
C4H12N2O2 ωB97M-V/def2-TZVPD
N 1.867 -0.828 -2.247
C 1.477 0.324 -1.289
C 0.075 -0.051 -0.785
N -0.014 -1.294 -0.015
C -0.517 1.006 0.179
C -2.108 0.875 0.414
O -2.529 0.934 1.506
H 1.235 -0.796 -3.093
H 2.838 -0.591 -2.487
H 1.584 1.296 -1.859
H 2.344 0.329 -0.593
H -0.572 -0.040 -1.660
H 0.276 -2.080 -0.573
H 0.466 -1.331 0.858
H -0.423 1.988 -0.284
H 0.046 0.911 1.196
H -2.852 0.335 -0.327
O -0.882 -0.629 3.440
H -1.424 0.160 3.189
H -0.885 -0.520 4.430
```

***

Q: Which of them is the most stable? A: Q.

***

P | C4H12N2O2 as an isolated structure. Source: the Open Molecules 2025 dataset; level of theory: ωB97M-V/def2-TZVPD.

Calculated values
HOMO (eV): -7.639
Total charge: 0
Gap between HOMO and LUMO (eV): 8.297

```
20
C4H12N2O2 ωB97M-V/def2-TZVPD
C 0.318 0.479 0.165
C -1.501 0.304 -2.373
C 0.667 1.868 0.600
C 0.699 -1.996 1.587
N -0.922 -0.024 0.388
N 0.439 -0.576 1.704
O -1.263 1.074 -1.240
O 1.112 -0.137 -0.731
H 1.761 0.491 -1.073
H -1.021 -0.910 -0.108
H -0.186 -0.336 2.465
H -0.645 -0.347 -2.634
H -1.682 0.957 -3.243
H -2.391 -0.342 -2.273
H -0.016 2.192 1.382
H 1.694 1.900 0.968
H 0.546 2.534 -0.254
H 1.278 -2.187 0.680
H -0.203 -2.619 1.562
H 1.319 -2.325 2.429
```

***

Q | A 2-piece molecular cluster, C4H12N2O2 overall. Source: the Open Molecules 2025 dataset; level of theory: ωB97M-V/def2-TZVPD.

Calculated values
HOMO (eV): -9.052
Total charge: 0
SMILES string: CCNC(=O)CN.O
Gap between HOMO and LUMO (eV): 9.775

```
20
C4H12N2O2 ωB97M-V/def2-TZVPD
C -0.798 -0.817 -2.060
C -0.646 -1.356 -0.708
N 0.466 -0.914 0.080
C 0.616 0.293 0.887
O 1.658 0.721 1.316
C -0.780 0.892 1.356
N -1.148 1.572 2.559
H -1.437 -1.608 -2.549
H -1.394 0.199 -2.085
H 0.047 -0.521 -2.660
H -0.714 -2.449 -0.598
H -1.608 -1.148 -0.006
H 1.355 -1.320 -0.300
H -1.533 1.023 0.377
H -1.106 -0.088 1.713
H -2.080 1.844 2.540
H -0.313 2.196 2.829
O 3.332 0.399 -1.248
H 2.448 0.567 -1.160
H 3.636 0.518 -0.283
```

***

Q: Which of them is the most stable? A: Q.

***

P | A 2-piece molecular cluster, C2H10N2O overall. Source: the Open Molecules 2025 dataset; level of theory: ωB97M-V/def2-TZVPD.

Calculated values
HOMO (alpha / beta) (eV): -12.268 / -12.268
<S²>: 0.756
Total charge: +1
Multiplicity: 2
Gap between HOMO and LUMO (alpha / beta) (eV): 8.430 / 2.789

```
15
C2H10N2O ωB97M-V/def2-TZVPD
C -3.509 -0.240 -2.566
O -3.766 -0.376 -3.975
H -3.547 0.837 -2.403
H -2.434 -0.411 -2.430
H -4.114 -0.812 -1.878
H -3.801 -1.324 -4.072
N 2.471 1.064 3.185
C 2.258 0.487 1.870
N 2.767 -0.841 1.783
H 3.484 1.169 3.258
H 2.156 2.032 3.143
H 2.708 1.108 1.086
H 1.161 0.439 1.671
H 2.327 -1.696 2.139
H 3.031 -0.996 0.799
```

***

Q | A 2-piece molecular cluster, C2H10N2O overall. Source: the Open Molecules 2025 dataset; level of theory: ωB97M-V/def2-TZVPD.

Calculated values
HOMO (alpha / beta) (eV): -11.870 / -11.870
<S²>: 0.755
Total charge: +1
Multiplicity: 2
Gap between HOMO and LUMO (alpha / beta) (eV): 8.234 / 2.896

```
15
C2H10N2O ωB97M-V/def2-TZVPD
C -1.111 0.142 6.382
O -1.705 0.141 5.080
H -1.924 0.062 7.102
H -0.467 -0.728 6.481
H -0.511 1.046 6.462
H -2.531 0.618 5.019
N 0.901 -0.995 -3.143
C 1.035 0.209 -3.844
N 1.418 0.015 -5.183
H 0.547 -0.819 -2.207
H 0.348 -1.752 -3.539
H 0.085 0.813 -3.810
H 1.761 0.917 -3.416
H 1.478 0.857 -5.752
H 0.675 -0.526 -5.632
```

***

Q: Which of them is the most stable? A: Q.